(1)
{"formula": "C2H3O3S", "method": "ωB97M-V/def2-TZVPD", "total_charge": -1, "orbital_gap_ev": [8.03, 8.03], "elements": ["C", "C", "O", "O", "O", "S", "H", "H", "H"], "xyz": [[-0.2999, 0.8654, -1.5340], [0.3824, -0.0990, -0.9452], [0.8313, 0.4287, 2.4031], [0.7421, -1.8869, 1.5632], [-1.3699, -0.6131, 1.6058], [0.0938, -0.5469, 1.5874], [-0.4838, 1.1423, -2.6468], [-1.0365, 1.5200, -0.8784], [1.1406, -0.8105, -1.1551]], "forces_ev_per_a": [[-2.1, 1.3, 0.0], [-0.7, 1.1, 3.1], [-1.2, -0.4, -0.8], [-0.7, 1.6, 0.1], [1.0, 0.7, 0.6], [1.1, -1.6, -2.6], [0.9, -0.8, 1.6], [1.5, -1.4, -1.1], [0.3, -0.5, -0.8]]}


(2)
{"formula": "C2H3O3S", "method": "ωB97M-V/def2-TZVPD", "total_charge": -1, "orbital_gap_ev": [6.06, 6.06], "elements": ["C", "C", "O", "O", "O", "S", "H", "H", "H"], "xyz": [[-0.9184, 0.9558, -1.6425], [-0.6953, 1.5932, -2.6135], [1.5377, -1.2018, 0.7705], [-0.7780, -0.6392, 1.0896], [0.4649, -2.7485, 4.2709], [0.2497, -1.6139, 1.3263], [-0.9834, 0.5172, -0.6619], [1.3119, -2.9690, 4.4989], [-0.6761, 2.0696, -3.5367]], "forces_ev_per_a": [[0.1, -0.6, 2.0], [-0.2, 0.3, -1.0], [-0.9, -0.6, 0.7], [-0.8, 0.3, 0.3], [-3.6, 1.2, -1.5], [1.8, -0.1, -0.2], [-0.1, -0.1, -0.3], [3.5, -0.8, 0.9], [0.3, 0.6, -0.9]]}


(3)
{"formula": "C2H3O3S", "method": "ωB97M-V/def2-TZVPD", "total_charge": -1, "orbital_gap_ev": 7.09, "smiles": "O=[S@@]1([O-])=COC1", "elements": ["C", "C", "O", "O", "O", "S", "H", "H", "H"], "xyz": [[1.0580, 1.0861, -0.1329], [-0.7674, -0.0702, 0.7394], [-0.2167, -0.8462, -1.8892], [1.2617, -1.6631, -0.1454], [-0.2369, 1.1908, 0.7706], [0.4517, -0.5852, -0.6032], [0.9461, 1.6962, -0.9854], [-0.5616, -0.8462, 1.6306], [-1.9347, 0.0378, 0.6155]], "forces_ev_per_a": [[-0.6, -2.2, 1.7], [-1.2, -1.7, 0.7], [0.5, 0.5, 0.2], [1.3, -1.4, 0.5], [1.3, 1.0, -0.4], [-2.5, 1.6, -0.1], [-0.7, 1.1, -1.1], [-0.2, 1.8, -1.3], [2.1, -0.7, -0.2]]}


Energy relative to the best compared isomer or geometry (same formula, charge and spin): 81.1 110.5 109.6 (kcal per mole)